A molecular structure, C4H6AlO2 in a non-equilibrium geometry, computed with wB97M-V/def2-TZVPD.

Properties
molecular weight: 113.1 g mol⁻¹
gap between HOMO and LUMO: 0.3184 Eh
LUMO level: 4.01 eV
total charge: -1
E: -548.8943 Ha
HOMO level: -4.7 eV
F_max: 0.1306 hartree/bohr

Element x y z (Å)
C 2.68687 0.33273 0.52015
C 1.42726 0.62160 0.21181
C -0.00193 0.87886 -0.55147
C -1.29067 0.86636 0.45872
O -1.64464 -0.48565 0.89065
Al -0.59120 -1.61473 -0.16407
O -0.17051 -0.27889 -1.43907
H 3.75288 -0.12283 0.51635
H -0.04080 1.93195 -1.04861
H -1.33753 1.71488 1.25964
H -2.14291 1.16896 -0.28730
H 0.65747 -2.23123 0.63214
H -1.30430 -2.78202 -0.99894

=====

2 unconnected molecules or ions with the total composition C5H9N2O3 in a non-equilibrium geometry, computed with wB97M-V/def2-TZVPD.

Properties
molecular weight: 145.1 g mol⁻¹
gap between HOMO and LUMO: 0.2370 Eh
LUMO level: 3.71 eV
total charge: -1
E: -530.9951 Ha
HOMO level: -2.7 eV
F_max: 0.0242 hartree/bohr

Element x y z (Å)
C 0.61277 0.02836 -0.24237
C 1.45868 -1.04259 0.03906
C -0.58690 -0.19522 -1.10807
C -0.41733 2.02779 0.68426
C -0.24059 -2.75617 0.85308
N 0.72392 1.16593 0.43988
N 2.65704 -1.29939 0.24238
O 3.61053 -0.25893 -0.08111
O 1.84516 1.50958 1.04684
O -1.38992 -2.35840 0.69547
H -1.42234 -0.57473 -0.51030
H -0.35433 -0.95757 -1.84924
H -0.89408 0.71894 -1.61469
H -1.28324 1.44090 0.99612
H -0.13517 2.72189 1.47441
H -0.68079 2.60031 -0.21250
H 0.30486 -2.61888 1.79541
H 0.26309 -3.40462 0.12578
H 3.15384 0.57150 0.21566

=====

A gas-phase ion, C9H8NO2S (charge -1) in a non-equilibrium geometry, computed with wB97M-V/def2-TZVPD.

Properties
molecular weight: 194.2 g mol⁻¹
gap between HOMO and LUMO: 0.2898 Eh
LUMO level: 3.09 eV
total charge: -1
E: -951.1264 Ha
HOMO level: -4.8 eV
F_max: 0.0878 hartree/bohr

Element x y z (Å)
C 1.11911 1.84656 -0.54398
C 1.58797 -0.11886 0.90202
C 0.33474 -0.46096 0.13095
C 2.65782 -0.69798 0.47010
C 0.66100 -1.58225 -0.84562
C -1.65529 -2.75402 -0.43825
C -1.11764 1.66198 -0.02788
C 0.07491 0.88005 -0.68218
C -0.23433 -2.47412 -1.31524
N 1.81486 2.75639 -0.41591
O -1.51236 -2.30560 0.70027
O -2.57163 -3.34054 -1.02753
S 2.44198 -1.30740 -1.17781
H 1.59229 0.32932 1.92917
H -0.55003 -0.60910 0.70054
H 3.54670 -1.13557 1.05401
H -2.05044 1.22885 0.12327
H -1.08342 2.80089 -0.33090
H -0.73918 1.58711 1.09065
H -0.03526 0.42859 -1.70941
H 0.17287 -3.34679 -1.78228

=====

ΔE to the lowest compared entry with this formula, charge and spin for the records above, in order: 0.0; 146.9; 66.3 kcal/mol